(1)
DFT (ωB97M-V with the def2-TZVPD basis set) results for a structure of composition C27H49BBeCl2F8MgN4O9PS at a distorted geometry.

Last column: Mulliken charge in e.
Positions of all 104 atoms, in Å:
Cl -11.67 3.25 0.44  -0.1933
Cl -10.04 0.95 2.37  -0.2097
S -4.10 8.38 1.59  0.4975
P -5.02 -3.69 0.62  0.6343
Mg -7.51 -1.12 -2.35  0.7735
F -5.80 1.15 -1.13  -0.1623
F -4.27 2.12 1.19  -0.2555
F -1.58 1.20 1.62  -0.2594
F -4.31 -0.65 -1.62  -0.2681
F -1.72 -0.59 0.05  -0.2179
F 5.23 -3.85 1.58  -0.5960
F -3.00 1.83 -0.81  -0.3048
F -3.01 -0.63 2.18  -0.1878
O -5.98 -5.78 -2.77  -0.6219
O -3.39 -3.06 0.46  -0.4367
O -4.49 8.24 0.15  -0.6103
O -7.09 -0.18 0.42  -0.2305
O 7.28 -6.92 0.03  -0.5460
O -7.25 -7.58 -2.66  -0.4459
O -5.12 -5.17 -0.36  -0.4690
O -8.27 -5.72 -2.80  -0.6510
O -7.47 -2.51 0.65  -0.7916
N 9.21 0.81 -1.35  0.2121
N -7.06 5.10 2.12  -0.5868
N 6.65 -4.98 -0.91  0.0468
N -5.40 -4.01 2.19  -0.7232
C 3.59 0.81 0.07  -0.2279
C 7.67 1.37 0.62  -0.8795
C 6.47 -4.02 -1.97  -0.4155
C -3.66 6.74 2.19  -0.7239
C 7.20 -6.22 -0.98  0.8440
C 10.39 1.52 -0.87  -0.3375
C -6.20 -2.31 -0.08  0.4955
C -5.96 4.82 -0.42  -0.6360
C -4.86 0.17 -0.47  0.7669
C 9.51 -1.31 0.05  -0.9848
C -5.73 -0.81 0.51  -0.4683
C -2.54 0.19 1.04  0.7614
C 7.95 1.40 -0.88  -0.5813
C 7.69 -6.70 -2.32  -1.2533
C 1.44 -0.24 0.36  0.1135
C 4.22 -0.41 0.32  -0.1235
C -3.71 1.06 0.28  0.4405
C -10.29 3.55 1.53  -0.3971
C -7.14 -6.26 -2.75  0.8308
C -2.43 9.06 1.63  -0.9263
C 2.20 0.90 0.09  -0.6563
C -9.33 2.38 1.57  -0.2115
C 11.69 1.11 -1.57  -1.3768
C -6.56 4.98 0.97  0.5117
C 9.26 -0.65 -1.30  -0.6451
C 3.45 -1.54 0.60  -0.4095
C 2.06 -1.46 0.61  -0.6998
B -8.01 -1.18 0.98  1.0589
Be -8.87 -2.98 2.37  0.7175
H -9.01 2.08 0.57  0.1906
H -5.56 -0.80 1.67  0.2300
H -8.23 -7.52 -2.67  0.3217
H 10.05 -0.99 -1.99  0.3440
H 8.49 -6.04 -2.68  0.3517
H 10.30 -0.82 0.62  0.3472
H -4.52 -3.77 2.74  0.2638
H 8.52 1.71 1.21  0.3406
H 6.34 -4.73 0.02  0.1611
H -8.08 -0.89 2.14  -0.1720
H 5.40 -3.80 -2.05  0.3014
H 7.11 0.93 -1.41  0.3442
H -4.38 -5.17 -1.05  0.3624
H 5.30 -0.48 0.30  0.2380
H -4.56 6.12 2.21  0.0510
H -10.69 3.78 2.52  0.3848
H 12.51 1.75 -1.22  0.4279
H 7.38 0.37 0.95  0.1005
H -2.92 6.28 1.53  0.2668
H 1.71 1.85 -0.10  0.3804
H 4.19 1.69 -0.14  0.3402
H -2.06 9.07 2.66  0.3507
H -9.11 -0.96 0.55  -0.1760
H 10.53 1.40 0.21  0.3054
H 10.26 2.59 -1.05  0.4486
H -3.33 -2.73 -0.48  0.3211
H 11.61 1.22 -2.65  0.3363
H 6.84 -4.39 -2.93  0.3538
H -4.97 4.37 -0.35  0.1303
H 7.93 2.45 -1.21  0.3308
H 8.11 -7.71 -2.22  0.2940
H 8.34 -1.07 -1.73  0.2633
H 0.35 -0.17 0.37  0.1999
H -3.26 6.82 3.21  0.4270
H 11.97 0.07 -1.34  0.2974
H 3.94 -2.49 0.80  0.5666
H -8.44 2.65 2.14  0.2152
H -5.87 5.80 -0.89  0.3497
H 1.47 -2.34 0.83  0.4246
H -6.61 4.19 -1.03  0.2892
H 6.87 -6.73 -3.03  0.3564
H -9.78 4.44 1.15  0.2354
H 9.82 -2.35 -0.10  0.3818
H 6.83 2.04 0.85  0.3731
H -1.76 8.46 1.00  0.2945
H -6.51 -2.39 -1.20  -0.4210
H 8.60 -1.33 0.66  0.2535
H -2.46 10.09 1.26  0.3318
H 7.01 -3.11 -1.70  -0.0929

Output
E in eV: -126586.7233
Charge: +1

(2)
DFT (ωB97M-V with the def2-TZVPD basis set) results for an isolated molecule of C6H11N3 at a distorted geometry.

Last column: Mulliken charge in e.
Positions of all 20 atoms, in Å:
N 0.62 1.78 -0.26  -0.7278
N -1.37 0.39 -0.45  0.0599
N -0.63 -0.70 -0.98  -0.4412
C -2.25 0.06 0.59  -0.9009
C 1.43 0.65 -0.59  0.3479
C -0.66 1.55 -0.29  -0.0277
C 2.54 0.16 0.31  -0.5973
C 0.34 -1.43 -0.16  -0.7077
C 1.16 -0.38 0.49  -0.1910
H 2.95 0.84 1.06  0.2737
H -1.23 -1.27 -1.53  0.2542
H 3.21 -0.45 -0.25  0.2543
H -1.35 2.45 -0.14  0.3390
H 0.99 -2.12 -0.72  0.3520
H -2.92 -0.72 0.28  0.2877
H -0.27 -1.90 0.65  0.2988
H 1.40 0.38 -1.67  0.2361
H -2.81 0.97 0.92  0.3362
H 0.54 0.08 1.27  0.2774
H -1.69 -0.36 1.48  0.2764

Output
ΔE to the lowest compared entry with this formula, charge and spin in eV: 4.2129
E in eV: -10866.6059
Charge: 0
Structure (SMILES): CN1C=N[C@H]2C[C@@H]2CN1

(3)
DFT (ωB97M-V with the def2-TZVPD basis set) results for a cluster of 2 separate species, C5H15N3O in total at a distorted geometry.

Last column: Mulliken charge in e.
Positions of all 24 atoms, in Å:
O -1.13 -1.37 2.59  -0.6372
N -0.53 2.75 -1.99  -0.6564
N 1.16 -1.98 -0.10  -0.1401
N -0.85 -2.98 -0.18  -0.7721
C -0.54 2.56 -0.51  -0.4821
C 0.85 0.52 0.67  -0.5691
C -0.09 -2.06 -0.62  0.0610
C -0.45 1.05 -0.08  -0.0729
C 1.70 -0.61 -0.13  -0.8556
H 0.56 0.21 1.72  0.3035
H -1.74 -2.04 2.90  0.3002
H -1.06 2.07 -2.49  0.2465
H -0.36 -1.27 -1.31  0.4700
H -0.70 -1.95 1.90  0.3388
H -0.73 0.38 -0.85  0.0179
H -1.81 -3.04 -0.52  0.1872
H -1.49 3.17 -0.07  0.2362
H 1.91 -0.37 -1.19  0.2645
H 1.53 1.40 0.91  0.3964
H 0.46 2.64 -2.43  0.2431
H 2.65 -0.59 0.47  0.3664
H -1.26 0.85 0.85  0.1856
H 1.65 -2.49 0.53  0.2586
H 0.28 3.14 -0.06  0.3096

Output
ΔE to the lowest compared entry with this formula, charge and spin in eV: 2.9043
E in eV: -11943.8452
Charge: 0
Structure (SMILES): [H]/N=C/NCCCCN.O

(4)
DFT (ωB97M-V with the def2-TZVPD basis set) results for an isolated molecule of C5H10N2O2 at a distorted geometry.

Last column: Mulliken charge in e.
Positions of all 19 atoms, in Å:
O 2.07 -1.78 0.31  -0.5871
O -2.04 -1.74 -0.54  -0.5521
N 1.47 1.74 -0.17  -0.6741
N 0.06 -0.13 -0.14  -0.1525
C 2.45 -0.51 -0.24  -0.5550
C -1.55 1.74 0.06  -1.0773
C -1.21 0.45 0.09  0.6837
C 1.31 0.48 -0.14  0.5680
C -2.22 -0.64 0.37  -0.5660
H 0.13 -1.14 -0.10  0.3878
H -2.62 2.00 0.20  0.2291
H 2.00 -1.71 1.29  0.3077
H -3.24 -0.17 0.31  0.3036
H -2.13 -1.10 1.35  0.2381
H 2.45 2.01 -0.10  0.1882
H 3.35 -0.05 0.23  0.3598
H 2.72 -0.70 -1.28  0.2349
H -0.91 2.59 -0.07  0.3287
H -2.10 -1.34 -1.44  0.3345

Output
ΔE to the lowest compared entry with this formula, charge and spin in eV: 2.2098
E in eV: -12421.2628
Charge: 0
Structure (SMILES): [H]/N=C(\CO)NC(=C)CO